{"formula": "C3H7N3O", "method": "wB97M-V/def2-TZVPD", "elements": ["N", "C", "N", "C", "C", "O", "N", "H", "H", "H", "H", "H", "H", "H"], "positions_angstrom": [[0.8207, 0.2058, 0.3319], [-0.4171, 0.0075, 0.4996], [0.1984, 1.9474, 1.6908], [0.7129, -1.6863, -1.9326], [-1.6261, -0.3516, 0.8175], [1.1511, 0.9591, -0.7739], [0.1197, -1.8374, -0.8563], [2.0747, 1.1897, -0.5971], [-0.0994, 1.5092, 2.5665], [-0.6559, 2.3369, 1.2790], [1.2440, -0.7630, -2.2258], [0.7312, -2.5004, -2.6782], [-2.0249, -1.2638, 0.3940], [-2.2292, 0.2470, 1.4844]], "forces_ev_per_angstrom": [[-1.5, -0.6, 0.5], [1.6, 0.3, -0.2], [0.1, 1.3, 0.8], [0.2, 0.0, -0.4], [0.0, 0.0, 0.0], [0.1, 0.4, -0.2], [0.0, -1.0, -0.7], [-0.2, 0.0, 0.0], [0.0, -0.1, -0.1], [0.0, -0.1, 0.0], [-0.2, -0.2, 0.2], [-0.1, 0.0, 0.2], [0.0, 0.0, 0.0], [0.0, 0.0, 0.0]], "lowdin_charge": [-0.045, -0.274, 0.062, -0.151, 0.029, -0.064, 0.099, 0.112, -0.007, -0.007, 0.062, 0.071, 0.055, 0.059], "gap_ev": [8.95, 8.82], "relative_energy_kcal_mol": 206.8, "e_tot_ev": -9734.0640, "homo_ha": [-0.3239, -0.3169]}